One molecule with the formula C2H4N2O2, computed with ωB97M-V/def2-TZVPD.

As for the energy above the lowest of the compared OMol25 structures with the same formula, charge and spin: 13.0 kcal per mole. Its SMILES is NC(=O)NC=O. The calculation puts the HOMO energy at -10.37 eV. The value obtained for the frontier orbital gap is 0.403 hartree.

Geometry as XYZ:
```
10
C2H4N2O2, DFT ωB97M-V/def2-TZVPD
N 0.14177 -0.90749 1.26978
C -0.52946 0.13315 0.69904
O -1.10594 1.00281 1.30430
N -0.47427 0.07331 -0.73262
C 0.38929 0.86063 -1.45494
O 0.71626 0.61683 -2.59449
H 0.25480 -0.89421 2.27168
H 0.82533 -1.40794 0.72413
H -0.76874 -0.77878 -1.19601
H 0.76270 1.72865 -0.87950
```